ORCA calculation (ωB97M-V/def2-TZVPD) on a 12-piece molecular cluster, C19H60IN27O16P overall.

Values from the calculation:
Total charge: +1
E_HOMO, eV: -10.8431
Max |F|, eV Å⁻¹: 2.4
Relative energy (zero: lowest compared OMol25 entry of this formula, charge and spin), kcal/mol: 0.00
Lowest unoccupied orbital energy, eV: -2.598

Cartesian coordinates (Å):
C: 5.539 -4.855 0.452
N: 5.541 -4.619 -1.002
C: 4.292 -4.001 -1.429
N: 4.086 -2.703 -0.754
C: 2.868 -2.397 -0.318
N: 2.564 -1.280 0.393
C: 1.267 -1.364 0.637
C: 0.659 -0.246 1.437
C: -0.786 0.067 1.094
O: -1.705 -0.527 1.562
I: -1.184 1.667 -0.277
N: 0.715 -2.463 0.106
C: -0.687 -2.896 0.148
C: -0.860 -4.311 -0.423
O: -0.678 -4.309 -1.827
N: 1.753 -3.110 -0.487
P: 5.301 -1.507 -0.486
O: 4.885 -0.265 -1.151
O: 5.484 -1.319 1.075
O: 6.654 -2.033 -1.068
H: 4.652 -5.435 0.751
H: 6.459 -5.369 0.727
H: 5.537 -3.922 1.019
H: 5.493 -5.547 -1.413
H: 3.487 -4.680 -1.130
H: 4.235 -3.907 -2.508
H: 0.739 -0.459 2.506
H: 1.239 0.649 1.254
H: -1.056 -2.894 1.170
H: -1.281 -2.200 -0.445
H: -1.837 -4.697 -0.123
H: -0.050 -4.930 -0.027
H: -1.474 -3.975 -2.258
H: 1.675 -3.986 -0.994
H: 4.756 -0.780 1.419
H: 7.148 -1.291 -1.444
C: 2.117 -6.221 -3.810
O: 2.826 -5.702 -2.935
N: 0.845 -5.814 -4.045
N: 2.556 -7.228 -4.590
H: 0.258 -6.234 -4.741
H: 0.479 -5.074 -3.475
H: 3.490 -7.559 -4.435
H: 1.991 -7.669 -5.293
C: -4.498 -3.165 -0.164
O: -4.526 -4.392 -0.179
N: -3.767 -2.478 0.765
N: -5.170 -2.407 -1.064
H: -3.719 -1.477 0.802
H: -3.274 -3.017 1.450
H: -5.724 -2.881 -1.759
H: -5.166 -1.404 -1.063
C: 0.364 3.408 3.452
O: 0.808 2.503 2.736
N: 1.108 3.953 4.451
N: -0.866 3.936 3.289
H: 0.778 4.693 5.042
H: 2.032 3.590 4.592
H: -1.433 3.566 2.549
H: -1.244 4.675 3.862
C: 3.358 3.507 -0.491
O: 3.436 4.733 -0.523
N: 4.108 2.707 -1.296
N: 2.506 2.875 0.362
H: 4.074 1.701 -1.281
H: 4.740 3.162 -1.930
H: 1.949 3.440 0.976
H: 2.415 1.882 0.408
C: 7.132 6.413 -0.607
O: 6.674 7.120 -1.487
N: 6.381 5.477 0.047
N: 8.438 6.501 -0.204
H: 6.742 4.888 0.773
H: 5.414 5.386 -0.225
H: 9.014 7.180 -0.665
H: 8.837 5.932 0.517
C: -3.982 6.053 3.785
O: -3.163 5.402 4.429
N: -3.622 7.189 3.134
N: -5.287 5.687 3.671
H: -4.249 7.755 2.584
H: -2.663 7.469 3.210
H: -5.574 4.851 4.143
H: -5.963 6.210 3.146
C: -8.743 -3.062 -2.293
O: -7.781 -2.402 -2.660
N: -8.616 -4.168 -1.503
N: -10.020 -2.740 -2.646
H: -9.393 -4.719 -1.193
H: -7.690 -4.433 -1.220
H: -10.146 -1.932 -3.226
H: -10.825 -3.263 -2.358
C: 0.822 8.267 -0.032
O: -0.080 9.092 -0.053
N: 0.637 6.994 0.432
N: 2.084 8.540 -0.469
H: 1.368 6.304 0.454
H: -0.280 6.753 0.756
H: 2.259 9.463 -0.819
H: 2.831 7.869 -0.464
C: -4.121 -1.627 4.653
O: -4.994 -1.649 3.806
N: -2.805 -1.408 4.333
N: -4.376 -1.817 5.981
H: -2.064 -1.382 5.007
H: -2.597 -1.262 3.362
H: -5.330 -1.979 6.245
H: -3.670 -1.801 6.692
C: -3.718 9.503 0.009
O: -4.644 8.857 0.485
N: -3.142 10.548 0.668
N: -3.185 9.220 -1.211
H: -2.376 11.081 0.300
H: -3.511 10.783 1.570
H: -3.586 8.455 -1.720
H: -2.422 9.729 -1.615
C: 0.483 -10.373 -4.513
O: 0.528 -9.170 -4.730
N: 0.666 -11.300 -5.495
N: 0.246 -10.877 -3.270
H: 0.632 -12.289 -5.339
H: 0.840 -10.960 -6.423
H: 0.105 -10.218 -2.527
H: 0.202 -11.857 -3.067

ORCA calculation (ωB97M-V/def2-TZVPD) on a 11-piece molecular cluster, C19H60N6O19 overall.

Values from the calculation:
Total charge: 0
E_HOMO, eV: -9.5385
Max |F|, eV Å⁻¹: 5.3
Relative energy (zero: lowest compared OMol25 entry of this formula, charge and spin), kcal/mol: 150.75
Lowest unoccupied orbital energy, eV: -0.189

Cartesian coordinates (Å):
N: 5.238 -0.161 -7.603
C: 5.317 0.457 -6.413
N: 4.176 1.107 -6.180
O: 6.196 0.141 -5.640
H: 4.267 -0.235 -7.869
H: 5.763 -1.011 -7.749
H: 3.745 1.607 -6.944
H: 3.934 1.264 -5.212
N: -3.976 -5.977 -0.620
C: -4.394 -7.210 -0.779
N: -5.205 -7.636 0.171
O: -4.096 -7.938 -1.746
H: -3.510 -5.473 -1.361
H: -4.299 -5.428 0.164
H: -5.595 -8.551 -0.003
H: -5.295 -7.191 1.073
N: 5.772 0.189 5.907
C: 6.671 0.955 6.477
N: 7.543 0.220 7.084
O: 6.862 2.145 6.222
H: 5.628 -0.791 6.103
H: 5.102 0.652 5.309
H: 7.965 0.738 7.841
H: 7.464 -0.786 7.136
O: 0.731 -2.211 -0.973
C: 0.548 -1.721 0.349
C: -0.609 -0.667 0.362
O: -0.384 0.568 -0.293
H: 0.760 -1.387 -1.465
H: 0.270 -2.455 1.107
H: 1.459 -1.261 0.733
H: -0.884 -0.616 1.416
H: -1.494 -1.061 -0.138
H: -0.433 1.287 0.342
O: -5.436 5.174 -1.349
C: -5.615 3.809 -1.059
C: -6.497 3.737 0.198
O: -5.748 3.747 1.450
H: -4.719 5.163 -1.988
H: -6.070 3.279 -1.896
H: -4.703 3.254 -0.836
H: -7.240 2.939 0.178
H: -7.033 4.685 0.198
H: -6.453 3.689 2.098
O: -4.117 2.431 -7.951
C: -3.596 3.513 -7.098
C: -2.536 3.090 -6.065
O: -1.982 4.124 -5.321
H: -5.017 2.212 -7.702
H: -3.188 4.338 -7.681
H: -4.462 3.928 -6.583
H: -1.695 2.551 -6.502
H: -3.002 2.285 -5.497
H: -1.551 3.740 -4.553
O: 5.980 3.939 0.704
C: 6.757 2.870 0.220
C: 5.825 1.643 -0.298
O: 4.656 2.046 -0.863
H: 6.482 4.326 1.425
H: 7.293 3.301 -0.625
H: 7.640 2.463 0.712
H: 5.448 1.034 0.524
H: 6.302 0.880 -0.913
H: 4.686 2.996 -0.727
O: 2.941 -3.879 6.164
C: 1.803 -3.099 6.634
C: 1.535 -2.986 8.072
O: 1.992 -4.141 8.705
H: 2.556 -4.684 5.812
H: 1.849 -2.087 6.231
H: 0.930 -3.583 6.197
H: 0.532 -2.672 8.361
H: 2.156 -2.291 8.636
H: 2.876 -4.248 8.346
O: 1.221 -2.063 -9.162
C: 0.816 -3.365 -8.772
C: 0.695 -3.348 -7.268
O: 0.581 -4.676 -6.803
H: 0.988 -1.971 -10.089
H: -0.103 -3.705 -9.249
H: 1.645 -4.046 -8.967
H: -0.016 -2.598 -6.921
H: 1.563 -2.922 -6.766
H: 0.573 -4.703 -5.843
O: -0.909 4.887 2.295
C: 0.093 5.402 3.171
C: 1.280 4.460 3.462
O: 0.786 3.430 4.430
H: -1.622 5.528 2.327
H: 0.462 6.238 2.577
H: -0.283 5.822 4.104
H: 2.103 5.110 3.759
H: 1.435 3.864 2.563
H: -0.147 3.306 4.239
O: -5.600 -2.338 3.068
C: -6.277 -1.894 4.263
C: -5.240 -2.100 5.390
O: -4.060 -1.335 5.249
H: -6.257 -2.503 2.387
H: -6.545 -0.859 4.052
H: -7.202 -2.471 4.287
H: -5.021 -3.167 5.369
H: -5.666 -1.911 6.375
H: -4.112 -1.148 4.309

ORCA calculation (ωB97M-V/def2-TZVPD) on a 10-piece molecular cluster, C19H62N4O10 overall.

Values from the calculation:
Total charge: 0
E_HOMO, eV: -9.1773
Max |F|, eV Å⁻¹: 1.8
Relative energy (zero: lowest compared OMol25 entry of this formula, charge and spin), kcal/mol: 64.71
Lowest unoccupied orbital energy, eV: 0.486

Cartesian coordinates (Å):
C: -1.017 2.518 -1.139
O: -1.103 1.138 -1.386
C: 0.170 0.515 -1.364
C: 0.070 -0.982 -1.498
C: -0.875 -1.594 -0.465
N: 1.399 -1.596 -1.356
H: -0.829 2.750 -0.080
H: -2.010 2.931 -1.311
H: -0.204 2.963 -1.714
H: 0.828 0.917 -2.146
H: 0.641 0.758 -0.400
H: -0.350 -1.302 -2.462
H: -0.658 -1.225 0.543
H: -0.814 -2.682 -0.406
H: -1.909 -1.359 -0.713
H: 1.269 -2.589 -1.218
H: 1.987 -1.513 -2.177
C: -5.279 7.622 -3.991
O: -4.241 6.751 -3.588
C: -4.167 6.665 -2.175
C: -2.826 6.072 -1.800
C: -2.737 5.738 -0.296
N: -1.705 6.933 -2.222
H: -5.038 8.660 -3.741
H: -6.236 7.398 -3.505
H: -5.396 7.502 -5.065
H: -4.272 7.614 -1.637
H: -4.975 5.981 -1.877
H: -2.657 5.110 -2.297
H: -3.366 4.854 -0.199
H: -2.995 6.658 0.229
H: -1.726 5.443 -0.018
H: -1.969 7.353 -3.110
H: -1.600 7.697 -1.560
C: -1.703 -5.410 1.369
O: -1.071 -6.654 1.353
C: 0.150 -6.682 2.098
C: 1.115 -7.687 1.493
C: 1.521 -7.185 0.115
N: 0.488 -9.004 1.365
H: -2.142 -5.196 2.351
H: -2.550 -5.388 0.678
H: -1.044 -4.600 1.042
H: 0.549 -5.663 2.191
H: -0.170 -6.940 3.121
H: 1.994 -7.722 2.136
H: 0.705 -6.917 -0.553
H: 2.185 -7.852 -0.438
H: 2.069 -6.250 0.275
H: -0.304 -8.888 0.742
H: 0.113 -9.328 2.249
C: 3.121 0.180 1.872
O: 4.229 0.926 2.294
C: 5.308 0.084 2.672
C: 6.425 0.933 3.243
C: 7.690 0.165 3.563
N: 5.915 1.689 4.392
H: 3.194 -0.443 0.971
H: 2.272 0.860 1.846
H: 2.888 -0.612 2.610
H: 4.911 -0.556 3.480
H: 5.630 -0.602 1.882
H: 6.696 1.600 2.404
H: 8.111 -0.189 2.617
H: 7.508 -0.668 4.242
H: 8.450 0.837 3.963
H: 6.525 2.490 4.522
H: 5.015 2.074 4.118
C: -0.558 2.411 3.066
O: -1.695 1.958 3.814
H: -0.064 1.499 2.713
H: -0.866 2.985 2.188
H: 0.025 2.999 3.765
H: -2.273 1.431 3.256
C: -5.326 1.896 -0.735
O: -4.994 1.268 0.511
H: -4.360 2.188 -1.148
H: -5.707 1.130 -1.412
H: -5.956 2.776 -0.624
H: -5.825 1.006 0.920
C: 1.657 -4.809 -2.463
O: 2.534 -4.247 -1.464
H: 0.784 -4.178 -2.588
H: 2.272 -4.789 -3.368
H: 1.402 -5.836 -2.223
H: 3.217 -4.867 -1.200
O: -1.200 2.488 -4.309
H: -2.107 2.343 -4.011
H: -1.009 3.403 -4.077
O: -2.580 -0.062 -3.284
H: -2.355 -0.076 -2.342
H: -1.807 0.332 -3.703
O: 1.885 -3.052 1.151
H: 1.511 -2.168 1.198
H: 2.193 -3.128 0.236